A:
Molecular formula: C3H10N4
Method: DFT, ωB97M-V/def2-TZVPD

XYZ file:
```
17
Properties=species:S:1:pos:R:3:mulliken_charge:R:1
C -0.56321 -1.25266 0.15662 -0.515
C 0.06570 -1.07910 -1.22331 -0.402
N 0.35711 -0.57583 1.08252 -0.035
N -0.23972 0.02799 2.20191 -0.593
N 0.94370 0.45056 0.26924 -0.168
C 0.91789 0.15787 -1.06074 0.350
N 1.45303 0.76334 -2.03024 -0.712
H 1.67186 0.98389 0.71764 0.273
H -1.15530 0.43974 1.99777 0.225
H -0.33119 -0.66392 2.93627 0.261
H -1.11810 2.45300 -0.16139 -0.230
H 2.01863 1.56687 -1.76853 0.207
H -0.66201 -2.29605 0.45883 0.287
H -1.55664 -0.77557 0.18845 0.315
H 0.71961 -1.91506 -1.47369 0.233
H -0.66432 -0.96233 -2.02043 0.285
H -1.85705 2.67727 -0.27092 0.219
```

Results
- Molecular weight: 102.14 g mol⁻¹
- HOMO level: -8.2 eV

***

B:
Molecular formula: C3H10N4
Method: DFT, ωB97M-V/def2-TZVPD

XYZ file:
```
17
Properties=species:S:1:pos:R:3:mulliken_charge:R:1
C -1.51372 0.06587 -1.59606 -1.157
C -0.97306 0.90432 -0.47421 -0.289
C -0.04686 0.61932 0.45832 0.308
N 0.20860 1.52792 1.48929 -0.522
N 0.56770 -0.62914 0.66728 0.360
N 0.53007 -1.66218 -0.29179 -0.795
N 1.77592 -0.61239 1.39211 -0.599
H -2.30848 0.61250 -2.10328 0.336
H -0.76491 -0.14272 -2.36607 0.288
H -1.95291 -0.87105 -1.24373 0.269
H -1.41059 1.89246 -0.41071 0.210
H 0.12179 2.49467 1.21985 0.233
H 1.06852 1.34712 1.98530 0.324
H -0.34777 -2.16449 -0.21889 0.292
H 0.65864 -1.31048 -1.23705 0.285
H 1.81203 -1.44426 1.97252 0.240
H 2.57506 -0.62746 0.75712 0.216
```

Results
- Molecular weight: 102.14 g mol⁻¹
- SMILES string: C/C=C(/N)N(N)N
- HOMO level: -7.3 eV

***

Relative energies with respect to the most stable structure, expressed in kJ/mol: A 44.4; B 0.0.

***

A:
Molecular formula: C3H10N4
Method: DFT, ωB97M-V/def2-TZVPD

XYZ file:
```
17
Properties=species:S:1:pos:R:3:mulliken_charge:R:1
C 1.74645 -1.21562 -0.16580 -0.953
N 0.95434 -0.00002 -0.36606 0.007
C 1.55906 1.17579 0.33713 -0.900
N -0.32744 -0.29064 -0.01132 -0.501
C -1.12893 0.29124 -0.83615 -0.019
N -2.41510 0.04896 -0.55749 0.077
N -2.72874 -0.29006 0.74677 -0.694
H 1.35150 -1.99207 -0.77470 0.310
H 2.78226 -1.12169 -0.46369 0.330
H 1.71875 -1.58644 0.85774 0.363
H 0.91787 2.09305 0.44923 0.284
H 1.87597 0.88479 1.32494 0.318
H 2.46233 1.44438 -0.19267 0.327
H -0.97749 1.27312 -1.52540 0.260
H -3.22466 0.14504 -1.16183 0.209
H -2.31243 -1.18995 0.97838 0.293
H -2.25374 0.33012 1.36092 0.287
```

Results
- Molecular weight: 102.14 g mol⁻¹
- SMILES string: CN(C)/N=C/NN
- HOMO level: -7.6 eV

***

B:
Molecular formula: C3H10N4
Method: DFT, ωB97M-V/def2-TZVPD

XYZ file:
```
17
Properties=species:S:1:pos:R:3:mulliken_charge:R:1
N -1.87306 -1.47615 1.05554 -0.747
C -0.56284 -1.52508 1.07137 0.613
N 0.20729 -1.37855 2.24323 -0.499
N 0.18019 -1.72055 -0.10995 -0.647
H -2.18396 -0.91245 1.85884 0.193
H -0.31236 -1.59467 3.06038 0.237
H 1.06728 -1.88914 2.13326 0.246
H 0.93653 -1.00596 -0.20828 0.301
H -0.44019 -1.74498 -0.95229 0.335
C 0.28481 0.79425 -1.68653 -1.053
C 0.20171 2.09733 -1.31929 0.181
N 1.22291 3.06317 -1.40870 -0.511
H 1.24289 0.34759 -1.90490 0.330
H -0.63039 0.18289 -1.69012 0.253
H -0.76324 2.50536 -0.99659 0.311
H 2.16012 2.70551 -1.42489 0.217
H 1.21999 3.79144 -0.72950 0.239
```

Results
- Molecular weight: 102.14 g mol⁻¹
- SMILES string: N=C(N)N.C=CN
- HOMO level: -8.5 eV

***

C:
Molecular formula: C3H10N4
Method: DFT, ωB97M-V/def2-TZVPD

XYZ file:
```
17
Properties=species:S:1:pos:R:3:mulliken_charge:R:1
C -1.63956 -0.24640 -0.63558 -1.315
C -0.91197 0.26966 0.57723 0.888
N -1.45511 1.12556 1.35932 -0.886
H -0.88719 1.42911 2.14459 0.197
H -0.30363 -0.85711 1.04578 0.125
H -1.84280 0.56985 -1.33283 0.348
H -2.59740 -0.64439 -0.30726 0.357
H -1.08461 -1.03485 -1.14561 0.278
N 0.78956 0.63879 0.20614 0.012
N 1.12120 1.02212 -1.12719 -0.745
C 1.18478 -0.78766 0.74207 -0.055
N 1.69137 -1.67396 -0.03384 -0.743
H 1.09111 1.38304 0.83097 0.347
H 1.77682 0.33086 -1.48805 0.276
H 0.26225 1.00063 -1.66827 0.273
H 1.23505 -1.85206 -0.92503 0.262
H 1.57012 -0.67319 1.75757 0.381
```

Results
- Molecular weight: 102.14 g mol⁻¹
- HOMO level (spin up / spin down): -8.0 / -8.0 eV

***

Relative energies with respect to the most stable structure, expressed in kJ/mol: A 243.6; B 0.0; C 432.2.

***

A:
Molecular formula: C3H10N4
Method: DFT, ωB97M-V/def2-TZVPD

XYZ file:
```
17
Properties=species:S:1:pos:R:3:mulliken_charge:R:1
H -1.43937 -2.61869 -0.64224 0.247
N -0.64724 -1.99815 -0.40131 -0.527
N -1.01283 -0.91697 0.05657 0.263
N -2.14947 -0.10026 -0.62699 -0.556
H -2.50200 -0.54976 -1.47993 0.249
H -3.05165 0.21388 -0.29148 0.234
C 1.14820 1.55101 -1.07881 -1.048
C 0.72666 1.10122 0.26932 -0.273
C 1.10250 -0.12717 0.76014 -0.015
N 0.89991 -0.50312 2.09520 -0.526
H 0.90902 2.60537 -1.22162 0.316
H 0.65927 0.92834 -1.84913 0.221
H 2.22117 1.41313 -1.22473 0.314
H -0.19458 1.51935 0.64885 0.214
H 2.06177 -0.50243 0.40792 0.360
H -0.09349 -0.64371 2.25082 0.279
H 1.36213 -1.37205 2.32741 0.248
```

Results
- Molecular weight: 102.14 g mol⁻¹
- SMILES string: [H]/N=N\N.C/C=C/N
- HOMO level (spin up / spin down): -7.2 / -7.2 eV

***

B:
Molecular formula: C3H10N4
Method: DFT, ωB97M-V/def2-TZVPD

XYZ file:
```
17
Properties=species:S:1:pos:R:3:mulliken_charge:R:1
H -1.33623 -1.84011 0.30771 0.282
N -0.51658 -2.41851 0.14822 -0.730
C 0.51583 -1.68883 -0.08448 0.089
N 0.75600 -0.31929 -0.16985 0.286
N 2.01796 0.07549 -0.62354 -0.765
N -0.18605 0.70580 -0.19629 -0.014
C -1.56333 0.37907 -0.51333 -1.151
C -0.07028 1.56390 0.97955 -0.876
H 1.45172 -2.25627 -0.24469 0.337
H 2.74850 -0.37000 -0.07144 0.263
H 2.13625 -0.21674 -1.59220 0.246
H -2.11376 1.29426 -0.76123 0.293
H -2.09190 -0.07604 0.33182 0.412
H -1.64117 -0.27523 -1.38750 0.402
H -0.21964 2.60669 0.67715 0.344
H 0.92019 1.51574 1.44819 0.310
H -0.80752 1.32008 1.75191 0.273
```

Results
- Molecular weight: 102.14 g mol⁻¹
- SMILES string: [H]/N=C\N(N)N(C)C
- HOMO level: -8.1 eV

***

Relative energies with respect to the most stable structure, expressed in kJ/mol: A 225.7; B 0.0.

***

A:
Molecular formula: C18H21NO2
Method: DFT, ωB97M-V/def2-TZVPD

XYZ file:
```
42
Properties=species:S:1:pos:R:3:mulliken_charge:R:1
C -2.16296 3.72757 -2.41578 -0.954
O -1.55081 2.51498 -2.05010 -0.385
C -0.46230 2.55661 -1.23007 -0.052
C 0.12988 3.71840 -0.74874 -0.573
C 1.22715 3.62800 0.09361 -0.760
C 1.73510 2.39978 0.46076 -0.933
C 1.15481 1.22920 -0.02498 1.250
C 1.72840 -0.06545 0.45280 0.197
O 2.43033 -0.12659 1.44623 -0.738
N 1.42790 -1.15203 -0.29068 0.081
C 1.85343 -2.48959 0.05684 0.123
C 2.76629 -3.04366 -1.03781 -1.648
C 0.64709 -3.40835 0.27893 -0.818
C -0.19235 -3.02890 1.50541 -1.394
C -0.97210 -1.75359 1.33648 0.809
C -1.97923 -1.66579 0.38181 -0.133
C -2.71333 -0.50316 0.23063 -0.814
C -2.45160 0.59190 1.03628 -0.326
C -1.45474 0.51426 1.99264 -0.694
C -0.72384 -0.65114 2.14364 -0.292
C 0.06036 1.31526 -0.87020 0.005
H -3.01296 3.45263 -3.03842 0.257
H -1.48459 4.36431 -2.99307 0.363
H -2.52025 4.27798 -1.53942 0.372
H -0.25379 4.69104 -1.01387 0.432
H 1.67998 4.53427 0.46778 0.391
H 2.57780 2.31689 1.12897 0.481
H 0.86684 -1.05168 -1.11996 0.305
H 2.41858 -2.38675 0.98929 0.419
H 3.60301 -2.36935 -1.20175 0.401
H 2.21777 -3.15207 -1.97196 0.331
H 3.15612 -4.01608 -0.74984 0.420
H 1.01839 -4.42620 0.41338 0.433
H 0.02105 -3.39767 -0.61662 0.374
H -0.89594 -3.84373 1.70114 0.433
H 0.46657 -2.93871 2.37057 0.369
H -2.19866 -2.52087 -0.24355 0.389
H -3.49195 -0.45089 -0.51689 0.395
H -3.02319 1.50045 0.91760 0.433
H -1.24209 1.36486 2.62334 0.423
H 0.05451 -0.70091 2.89050 0.277
H -0.45467 0.44476 -1.24492 0.350
```

Results
- Molecular weight: 283.37 g mol⁻¹
- SMILES string: COc1cccc(C(=O)N[C@H](C)CCc2ccccc2)c1
- HOMO level: -8.5 eV

***

B:
Molecular formula: C18H21NO2
Method: DFT, ωB97M-V/def2-TZVPD

XYZ file:
```
42
Properties=species:S:1:pos:R:3:mulliken_charge:R:1
C -6.98960 -0.64404 -0.82307 -0.417
C -6.00223 -1.51840 -1.24397 -0.561
C -4.72917 -1.43693 -0.70889 -0.319
C -4.42483 -0.48438 0.25505 0.419
C -3.03105 -0.37170 0.80359 -1.130
C -2.18921 0.56786 -0.06632 -0.538
C -0.76770 0.71305 0.46659 -0.507
N 0.02921 1.52060 -0.43965 -0.288
C 1.34421 1.86767 0.05724 -0.989
C 2.30905 0.67745 -0.02352 0.555
C 2.56363 -0.00571 1.32356 -0.693
O 3.40007 -1.12712 1.16184 -0.445
C 4.49795 -0.87230 0.37790 0.532
C 5.55348 -1.77439 0.39944 -0.652
C 6.68926 -1.53430 -0.34948 -0.456
C 6.78450 -0.38419 -1.11668 -0.475
C 5.73188 0.50928 -1.15975 -0.730
C 4.57693 0.26798 -0.42606 0.447
O 3.54389 1.16373 -0.52318 -0.366
C -5.42194 0.38939 0.66852 -0.333
C -6.69618 0.31073 0.13523 -0.563
H -7.98425 -0.70742 -1.23915 0.370
H -6.22523 -2.26666 -1.99068 0.368
H -3.96170 -2.12257 -1.03914 0.361
H -2.55897 -1.35594 0.82694 0.413
H -3.06232 0.01622 1.82426 0.439
H -2.66840 1.54954 -0.10261 0.410
H -2.14444 0.18241 -1.08598 0.317
H -0.79458 1.14023 1.48660 0.305
H -0.30502 -0.27594 0.53159 0.217
H -0.48129 2.37103 -0.65636 0.271
H 1.75649 2.64696 -0.58700 0.446
H 1.32317 2.25050 1.09370 0.306
H 1.90366 -0.06332 -0.72917 0.295
H 1.63995 -0.37322 1.77128 0.327
H 3.03533 0.72125 2.00121 0.353
H 5.46032 -2.65356 1.01692 0.409
H 7.50436 -2.24094 -0.32568 0.375
H 7.67642 -0.18676 -1.69107 0.381
H 5.77537 1.40315 -1.76140 0.417
H -5.19857 1.13534 1.41852 0.360
H -7.46244 0.99548 0.46886 0.368
```

Results
- Molecular weight: 283.37 g mol⁻¹
- SMILES string: c1ccc(CCCNC[C@@H]2COc3ccccc3O2)cc1
- HOMO level: -8.3 eV

***

Relative energies with respect to the most stable structure, expressed in kJ/mol: A 0.0; B 108.5.

***

A:
Molecular formula: C6H8O3
Method: DFT, ωB97M-V/def2-TZVPD

XYZ file:
```
17
Properties=species:S:1:pos:R:3:mulliken_charge:R:1
C 2.12300 0.40750 0.40847 -1.015
C 0.85133 -0.56507 0.29994 -0.473
C -0.41589 0.21800 0.39837 -1.245
C -0.70328 0.81813 1.49788 1.031
O -0.88919 1.36624 2.48241 -0.385
H 1.92856 1.12305 1.23049 0.277
H 2.85564 -0.29746 0.69859 0.370
H 2.29966 0.93455 -0.53281 0.290
H 0.85523 -1.35466 0.97855 0.361
H 0.80520 -1.06152 -0.69983 0.349
H -0.86902 0.51477 -0.47500 0.427
O -0.97150 -2.25205 1.67123 -0.458
C -1.89273 -1.55733 1.49587 0.842
C -3.16835 -1.15175 1.47950 -0.534
O -3.56092 0.13116 1.03001 -0.469
H -3.91686 -1.91263 1.76227 0.315
H -4.55467 0.24825 1.00468 0.318
```

Results
- Molecular weight: 128.13 g mol⁻¹
- SMILES string: CCC=C=O.O=C=CO
- HOMO level: -8.0 eV

***

B:
Molecular formula: C6H8O3
Method: DFT, ωB97M-V/def2-TZVPD

XYZ file:
```
17
Properties=species:S:1:pos:R:3:mulliken_charge:R:1
C 1.04752 -0.55340 1.15533 -1.530
C 0.23781 -0.08489 -0.07818 1.754
C 1.02396 -0.32862 -1.38229 -1.681
C -0.20418 1.39710 0.17692 -0.751
O -1.64830 1.49936 0.31439 -0.328
C -2.18412 0.27654 0.11406 0.610
O -3.34664 0.17344 0.01069 -0.496
C -1.06176 -0.85079 -0.02603 0.144
O -1.33734 -1.99462 -0.11941 -0.484
H 2.02992 -0.13208 1.43261 0.368
H 1.27169 -1.66602 1.02178 0.331
H 0.33827 -0.28283 2.08789 0.357
H 1.86898 0.27685 -1.34692 0.488
H 0.40310 -0.20114 -2.41342 0.304
H 1.37640 -1.40562 -1.48834 0.354
H 0.16493 1.72372 1.17281 0.287
H 0.01975 2.15299 -0.63188 0.273
```

Results
- Molecular weight: 128.13 g mol⁻¹
- SMILES string: CC1(C)COC(=O)C1=O
- HOMO level: -9.8 eV

***

C:
Molecular formula: C6H8O3
Method: DFT, ωB97M-V/def2-TZVPD

XYZ file:
```
17
Properties=species:S:1:pos:R:3:mulliken_charge:R:1
C 1.27606 0.08797 -1.21656 -1.312
C 0.63557 -0.51776 -0.00516 1.398
C 1.04777 0.00861 1.33439 -1.317
C -0.67649 -1.39209 -0.13758 -1.137
O 0.63507 -1.94781 -0.06031 -0.486
H 2.27135 -0.34368 -1.36664 0.327
H 1.41542 1.16608 -1.10133 0.333
H 0.67909 -0.09063 -2.11557 0.341
H 0.29522 -0.20905 2.09782 0.346
H 1.19056 1.09254 1.30766 0.354
H 2.00596 -0.43071 1.63078 0.330
H -1.15450 -1.44707 -1.10926 0.368
H -1.29998 -1.64122 0.71406 0.406
O -0.89177 2.65443 -0.50669 -0.396
C -1.58223 1.77622 -0.13640 0.484
C -2.45228 0.90117 0.12502 0.367
O -3.39480 0.33298 0.54579 -0.407
```

Results
- Molecular weight: 128.13 g mol⁻¹
- SMILES string: CC1(C)CO1.O=C=C=O
- HOMO level (spin up / spin down): -8.7 / -8.7 eV

***

Relative energies with respect to the most stable structure, expressed in kJ/mol: A 240.6; B 0.0; C 358.7.